The following is a quantum chemistry calculation of a structure of composition C42H58ClN4O4Zn, from the Open Molecules 2025 dataset.

Properties
Charge: -1
Orbital gap: 0.2751 Eh
Largest force on an atom: 0.01468 hartree/bohr
LUMO level: 2.48 eV

Structure (XYZ):
```
110
Properties=species:S:1:pos:R:3:mulliken_charge:R:1
Zn 0.10 0.28 -0.23 1.880
C 3.02 -4.24 -1.75 -1.714
C 1.71 -3.60 -2.24 2.637
C 1.70 -3.48 -3.77 -1.575
C 0.52 -4.37 -1.74 0.745
C 0.30 -5.66 -2.22 -0.623
C -0.77 -6.42 -1.78 -1.458
C -1.64 -5.89 -0.85 -0.563
C -1.46 -4.61 -0.33 0.709
C -2.49 -4.09 0.66 1.431
C -3.90 -4.19 0.09 -1.637
C -2.42 -4.86 1.99 -1.623
C -0.35 -3.85 -0.77 -0.403
N -0.12 -2.55 -0.19 0.891
C 0.15 -2.60 1.06 -1.001
C 0.08 -1.51 1.99 0.019
C 0.01 -1.70 3.37 -1.520
C -0.40 -0.49 3.92 -1.177
C -0.55 0.41 2.86 -1.336
N -0.26 -0.20 1.68 2.733
C -1.05 1.83 3.03 3.309
C -1.72 2.35 1.75 -2.248
C -2.09 1.87 4.16 -2.099
C 0.11 2.75 3.44 -1.993
H 3.86 -3.60 -2.00 0.427
H 3.17 -5.22 -2.20 0.330
H 3.00 -4.37 -0.66 0.364
H 1.66 -2.60 -1.83 -1.509
H 1.84 -4.45 -4.25 0.365
H 2.51 -2.82 -4.09 0.429
H 0.76 -3.05 -4.12 0.340
H 0.99 -6.07 -2.94 0.337
H -0.92 -7.43 -2.16 0.368
H -2.48 -6.48 -0.51 0.269
H -2.28 -3.05 0.87 -0.610
H -4.22 -5.23 -0.01 0.431
H -3.96 -3.73 -0.90 0.248
H -4.61 -3.69 0.75 0.419
H -2.55 -5.93 1.83 0.353
H -3.20 -4.51 2.67 0.407
H -1.45 -4.71 2.48 0.303
H 0.36 -3.57 1.53 0.634
H 0.20 -2.64 3.88 0.565
H -0.58 -0.29 4.96 0.394
H -2.62 1.76 1.53 0.236
H -1.06 2.29 0.89 0.354
H -2.01 3.39 1.88 0.440
H -2.89 1.14 3.98 0.322
H -2.54 2.86 4.21 0.485
H -1.64 1.66 5.13 0.386
H 0.83 2.87 2.63 0.261
H 0.62 2.35 4.31 0.326
H -0.28 3.75 3.70 0.593
C 4.68 0.59 0.53 -2.176
C 3.29 0.97 1.07 2.663
C 3.07 0.36 2.46 -1.561
C 3.08 2.47 1.10 0.616
C 4.01 3.25 1.78 -0.600
C 3.85 4.62 1.89 -1.530
C 2.72 5.22 1.36 -0.616
C 1.76 4.48 0.67 1.448
C 0.52 5.23 0.19 0.774
C -0.16 5.97 1.35 -1.568
C 0.85 6.22 -0.93 -1.768
C 1.97 3.09 0.50 -1.120
N 1.03 2.30 -0.22 1.867
C 0.69 2.72 -1.40 -1.367
C -0.38 2.15 -2.13 0.444
C -1.02 2.63 -3.26 -1.500
C -2.13 1.81 -3.45 -1.224
C -2.12 0.86 -2.43 -1.010
N -1.06 1.05 -1.63 1.415
C -3.09 -0.27 -2.21 3.159
C -3.32 -0.49 -0.71 -1.753
C -4.44 0.06 -2.86 -2.346
C -2.52 -1.55 -2.84 -1.188
H 4.72 -0.49 0.35 0.369
H 5.47 0.85 1.25 0.442
H 4.88 1.09 -0.41 0.467
H 2.56 0.53 0.39 -1.593
H 3.81 0.74 3.17 0.381
H 3.15 -0.73 2.41 0.453
H 2.08 0.60 2.84 0.157
H 4.88 2.78 2.22 0.367
H 4.59 5.22 2.41 0.365
H 2.58 6.29 1.48 0.267
H -0.20 4.51 -0.19 0.061
H 0.44 6.82 1.68 0.411
H -0.32 5.32 2.20 0.165
H -1.13 6.36 1.02 0.428
H 1.53 6.99 -0.56 0.340
H -0.06 6.70 -1.29 0.443
H 1.34 5.73 -1.77 0.378
H 1.22 3.55 -1.86 0.351
H -0.71 3.48 -3.85 0.528
H -2.87 1.90 -4.24 0.405
H -3.72 0.42 -0.25 0.331
H -2.39 -0.74 -0.19 0.083
H -4.02 -1.30 -0.54 0.403
H -4.85 0.99 -2.48 0.413
H -5.15 -0.75 -2.66 0.474
H -4.33 0.15 -3.95 0.382
H -1.56 -1.81 -2.38 -0.083
H -2.35 -1.39 -3.91 0.434
H -3.20 -2.40 -2.72 0.409
O 3.69 -0.78 -2.76 -0.699
Cl 2.68 0.21 -2.57 1.991
O 1.86 0.36 -3.73 -0.739
O 3.26 1.47 -2.19 -0.698
O 1.82 -0.25 -1.45 -1.593
```